# C22H25N3O2RuS

A molecular structure, C22H25N3O2RuS at a distorted geometry (ωB97M-V with the def2-TZVPD basis set, OMol25).

```
54
Properties=species:S:1:pos:R:3:mulliken_spin:R:1
Ru -0.61 -0.38 0.98 0.705
S -2.84 0.70 3.18 -0.015
O -1.82 -1.60 -0.08 0.130
O -1.75 1.24 -0.12 0.028
N 0.46 1.33 1.72 0.006
N 1.05 -1.94 1.86 -0.010
N 0.66 -0.60 -0.78 0.021
C -0.06 2.93 -0.06 0.001
C -1.62 -0.85 -3.63 -0.045
C 1.24 1.12 2.93 0.004
C -1.82 2.84 -1.79 0.001
C 1.82 -1.42 2.98 -0.005
C 2.32 0.02 2.87 0.002
C 0.13 -2.98 2.32 0.002
C 1.86 -2.52 0.78 0.007
C 0.35 4.15 -0.64 -0.008
C -0.30 4.69 -1.73 0.010
C 0.14 -0.58 -1.96 -0.004
C -1.68 -0.22 2.73 -0.005
C -1.23 2.28 -0.62 0.019
C -2.15 -1.43 -1.31 -0.006
C -3.43 -1.83 -1.76 0.069
C 2.07 -0.36 -0.62 0.003
C 0.68 2.42 1.04 0.001
C -1.21 -0.93 -2.29 0.047
C 2.79 -1.57 0.00 0.003
C -2.87 -1.27 -4.03 0.077
C -1.37 4.01 -2.33 0.002
C -3.78 -1.75 -3.09 -0.038
H 2.48 -3.33 1.19 0.001
H 0.69 -3.87 2.65 -0.001
H 0.02 5.64 -2.13 0.001
H 0.77 -0.30 -2.80 0.003
H -4.76 -2.08 -3.40 -0.001
H -4.12 -2.20 -1.02 0.001
H 1.52 3.04 1.35 0.000
H 1.74 2.05 3.20 0.000
H 3.22 -2.18 -0.80 -0.001
H 2.97 0.18 3.73 0.000
H -2.67 2.32 -2.20 -0.001
H 3.61 -1.23 0.63 0.000
H -0.55 -3.27 1.51 0.001
H 1.19 -1.47 3.87 0.000
H 2.69 -2.07 3.16 0.000
H 0.53 0.87 3.73 -0.002
H -1.85 4.43 -3.20 0.000
H 2.20 0.53 0.01 -0.004
H 1.17 -2.97 0.07 -0.003
H -0.48 -2.62 3.15 0.002
H 1.19 4.67 -0.21 -0.001
H -3.14 -1.23 -5.07 0.003
H -0.92 -0.46 -4.35 -0.001
H 2.93 0.18 1.97 -0.001
H 2.54 -0.14 -1.59 0.002
```

As for the spin multiplicity: 2. As for the charge: +1. The expectation value of S² is 0.77.

***

# C22H25N3O3S

A single C22H25N3O3S molecule (ωB97M-V with the def2-TZVPD basis set, OMol25).

```
54
Properties=species:S:1:pos:R:3:mulliken_charge:R:1
S -0.97 -2.58 0.70 -0.169
O -0.40 -0.58 3.95 -0.672
O -1.01 0.56 1.27 -0.452
O 0.17 -1.59 -3.40 -0.459
N -3.16 1.23 1.11 -0.085
N 1.62 -2.63 0.30 -0.507
N 0.79 -1.51 2.24 0.131
C 3.58 -1.18 -0.09 -0.743
C 3.41 0.49 1.77 -0.271
C 3.02 -2.46 0.57 -0.754
C 0.71 -2.21 1.05 0.439
C 1.83 2.29 1.71 -0.563
C -1.14 1.69 -2.35 -0.564
C -0.59 -0.59 -2.88 0.789
C 1.40 1.87 0.47 -0.155
C 2.98 0.05 0.52 -0.023
C -1.79 -0.99 -2.28 -0.794
C 1.41 -1.26 -3.98 -0.734
C -2.64 -0.05 -1.73 -0.094
C 1.96 0.74 -0.12 0.453
C -2.19 0.36 1.44 0.443
C -3.23 2.31 -1.11 -1.315
C -0.28 0.76 -2.91 -0.404
C -0.35 -1.21 2.92 -0.211
C -1.55 -1.89 2.28 0.315
C -2.70 -0.91 2.12 -1.113
C -2.33 1.30 -1.76 0.446
C 2.83 1.60 2.36 -0.601
C -2.89 2.45 0.39 -0.558
H 4.66 -1.18 0.04 0.379
H 1.60 0.40 -1.07 0.067
H 1.28 -0.62 -4.86 0.362
H 3.35 -1.22 -1.16 0.092
H 3.17 1.92 3.34 0.379
H 1.65 -1.02 2.49 0.173
H 0.62 2.40 -0.06 0.202
H -1.83 2.66 0.51 0.146
H 3.24 -2.44 1.65 0.353
H -4.13 0.96 1.21 0.305
H 0.63 1.11 -3.38 0.377
H -3.10 3.29 -1.58 0.412
H -3.51 -1.36 1.55 0.444
H 3.52 -3.33 0.13 0.462
H -3.57 -0.38 -1.29 0.346
H -0.88 2.74 -2.39 0.283
H 4.20 -0.04 2.28 0.380
H 1.39 3.16 2.17 0.408
H -4.28 2.02 -1.21 0.385
H -3.48 3.26 0.83 0.433
H -3.07 -0.64 3.11 0.399
H -2.02 -2.04 -2.25 0.513
H 1.85 -2.20 -4.29 0.249
H -1.86 -2.73 2.92 0.482
H 2.07 -0.76 -3.26 0.194
```

For the energy above the lowest of the compared OMol25 structures with the same formula, charge and spin, the calculation gives 19.9 kcal per mole. The SMILES is COc1ccc(CCNC(=O)C[C@H]2S/C(=N/CCc3ccccc3)NC2=O)cc1.

***

# C22H25N3O5S

A single C22H25N3O5S molecule at a distorted geometry (ωB97M-V with the def2-TZVPD basis set, OMol25).

```
56
Properties=species:S:1:pos:R:3:mulliken_charge:R:1
S -3.23 1.06 -2.43 1.324
O -3.26 0.71 -3.82 -0.744
O 0.23 -0.78 -0.41 -0.446
O -4.19 2.00 -1.93 -0.731
O 2.39 4.10 1.20 -0.602
O 0.32 3.49 0.51 -0.482
N -3.43 -0.35 -1.58 0.146
N 0.40 -2.90 0.35 -0.001
N 2.08 2.78 -0.66 0.228
C 0.57 0.20 3.19 -0.712
C 1.68 3.52 0.44 0.252
C 2.64 1.00 2.30 -0.570
C -0.29 -1.77 0.08 -0.637
C 1.43 1.25 2.93 -0.555
C 0.91 -1.09 2.83 -0.227
C 2.45 -2.73 1.71 -1.274
C -3.65 -0.23 -0.15 -1.489
C 3.45 2.56 -1.02 -1.103
C 2.97 -0.28 1.92 -0.251
C 0.79 1.53 -2.43 -1.054
C 1.84 -2.95 0.31 -0.658
C 2.12 -1.34 2.19 0.595
C -1.43 2.42 -0.88 -1.326
C -1.79 -1.89 0.34 0.705
C 0.96 2.28 -1.29 0.826
C -1.58 1.64 -2.02 0.165
C -0.51 1.22 -2.79 -0.634
C -2.56 -1.43 -2.00 -0.155
C -2.45 -2.49 -0.92 -1.564
C -0.13 2.74 -0.54 1.009
C -2.38 -0.50 0.66 0.167
H -2.97 -1.84 -2.93 0.312
H -4.01 0.78 0.02 0.519
H 4.07 3.12 -0.32 0.350
H 0.24 -1.91 3.07 0.335
H 2.17 -2.16 -0.37 0.206
H 1.63 1.19 -3.02 0.479
H -3.44 -2.87 -0.67 0.340
H 3.53 -2.86 1.64 0.445
H -4.44 -0.92 0.14 0.352
H -1.56 -1.04 -2.22 0.099
H 2.05 -3.48 2.40 0.363
H 3.91 -0.47 1.42 0.411
H -2.60 -0.42 1.72 0.440
H -1.85 -3.32 -1.29 0.523
H 2.15 -3.92 -0.09 0.483
H -0.72 0.65 -3.68 0.556
H 3.69 1.50 -0.95 0.314
H 3.64 2.91 -2.03 0.364
H -1.63 0.25 0.41 -0.397
H -1.95 -2.57 1.18 0.960
H -2.28 2.76 -0.33 0.562
H -0.07 -3.65 0.84 0.341
H -0.37 0.39 3.69 0.431
H 1.17 2.26 3.21 0.458
H 3.32 1.82 2.11 0.551
```

For the energy above the lowest of the compared OMol25 structures with the same formula, charge and spin, the calculation gives 30.5 kcal per mole. The SMILES is Cn1c(=O)oc2cc(S(=O)(=O)N3CCC(C(=O)NCCc4ccccc4)CC3)ccc21.

***

# C22H25N3O6S

A single C22H25N3O6S molecule at a distorted geometry (ωB97M-V with the def2-TZVPD basis set, OMol25).

```
57
Properties=species:S:1:pos:R:3:mulliken_charge:R:1
S 3.02 -0.55 -3.52 1.276
O -2.84 -1.23 -0.87 -0.486
O 2.25 0.39 -4.27 -0.669
O -0.09 1.61 0.18 -0.773
O -3.32 0.56 2.42 -0.137
O 4.31 -0.94 -4.03 -0.716
O 0.18 2.21 4.35 -0.748
N 2.13 -1.96 -3.29 0.117
N 3.38 0.93 2.19 -0.009
N -1.17 2.35 2.53 -0.038
C 1.11 1.64 2.24 -0.506
C 2.94 -3.09 -2.91 -1.110
C 2.30 1.40 2.84 -0.369
C -2.38 2.57 3.27 -1.023
C 0.94 1.41 0.81 1.321
C 0.54 -2.37 -1.46 -0.012
C 3.20 0.03 -1.84 -0.373
C -3.76 -0.25 -1.29 -0.704
C 2.15 0.88 0.15 0.332
C 3.34 0.63 0.86 0.226
C -0.70 -2.16 -0.89 -0.917
C -3.35 1.15 -0.86 -0.191
C -3.70 -0.78 2.60 -0.742
C 4.45 0.09 0.20 -1.099
C 2.10 0.58 -1.21 -0.295
C -0.08 -0.99 -3.30 -0.583
C -1.31 -0.75 -2.72 -0.017
C 0.87 -1.78 -2.68 -0.480
C 4.37 -0.23 -1.14 -0.614
C -1.64 -1.34 -1.50 0.645
C -3.04 1.24 3.62 -0.611
C 0.00 2.09 3.14 0.308
H -2.35 0.65 4.24 0.444
H 5.20 -0.67 -1.67 0.571
H -2.36 1.39 -1.23 0.209
H 3.32 -3.02 -1.88 0.403
H 3.78 -3.13 -3.60 0.350
H -1.24 2.11 1.54 0.258
H -3.33 1.20 0.23 -0.261
H -2.13 3.10 4.20 0.461
H -3.97 1.41 4.20 0.402
H 2.40 1.59 3.90 0.490
H -4.67 -0.86 3.10 0.304
H -3.06 3.17 2.67 0.359
H -4.06 1.88 -1.24 0.456
H 0.17 -0.53 -4.25 0.468
H 5.36 -0.09 0.76 0.356
H -0.95 -2.62 0.05 0.444
H 2.34 -4.00 -3.01 0.394
H 4.25 0.77 2.70 0.231
H -3.92 -0.30 -2.38 0.369
H -2.95 -1.33 3.18 0.335
H 1.25 -3.00 -0.94 0.377
H 1.20 0.80 -1.77 0.736
H -2.00 -0.11 -3.24 0.326
H -4.70 -0.53 -0.80 0.400
H -3.76 -1.22 1.60 0.118
```

For the energy above the lowest of the compared OMol25 structures with the same formula, charge and spin, the calculation gives 44.1 kcal per mole. The SMILES is CCOc1ccc(N(C)S(=O)(=O)c2ccc3[nH]cc(C(=O)NCCOC)c(=O)c3c2)cc1.

***

no.,DFT total energy (eV)
1,-45194.845
2,-44669.131
3,-48764.307
4,-50810.546